(1)
Molecular formula: C57H49GeIrNOP
Method: DFT, ωB97M-V/def2-TZVPD

Values from the calculation:
**Highest occupied orbital energy (alpha / beta)**: -0.427 / -0.499 Ha
**M**: 1059.8 Da
**<S²>**: 6.071
**Strongest force on any atom**: 0.0628 hartree/bohr

```
! wB97M-V def2-TZVPD RIJCOSX def2/J DEFGRID3
* xyz 2 5
Ir 0.054 0.215 -0.640
C 1.616 4.938 -0.807
C 1.118 3.517 -0.540
C 0.177 3.499 0.667
C 2.295 2.583 -0.263
C 3.509 2.695 -1.195
O 4.044 1.369 -1.189
C 3.104 0.560 -0.723
N 2.006 1.135 -0.339
C 3.508 -0.826 -0.484
C 4.823 -0.970 -0.026
C 5.292 -2.201 0.387
C 4.465 -3.313 0.328
C 3.185 -3.191 -0.177
C 2.685 -1.956 -0.576
P 1.059 -1.903 -1.415
C 1.533 -2.716 -2.981
C 2.027 -1.947 -4.030
C 2.509 -2.562 -5.172
C 2.500 -3.945 -5.270
C 1.998 -4.711 -4.230
C 1.513 -4.105 -3.087
C 0.004 -3.105 -0.567
C 0.123 -3.335 0.802
C -0.750 -4.206 1.427
C -1.754 -4.830 0.700
C -1.893 -4.578 -0.657
C -1.024 -3.710 -1.291
H 0.769 5.616 -0.865
H 2.164 5.006 -1.743
H 2.267 5.272 -0.001
H 0.574 3.167 -1.423
H 0.682 3.897 1.545
H -0.137 2.477 0.896
H -0.701 4.109 0.472
H 2.619 2.759 0.774
H 4.286 3.374 -0.850
H 3.231 2.945 -2.226
H 5.461 -0.101 0.017
H 6.306 -2.287 0.743
H 4.823 -4.275 0.660
H 2.559 -4.065 -0.273
H 2.040 -0.868 -3.950
H 2.889 -1.962 -5.986
H 2.880 -4.425 -6.159
H 1.981 -5.787 -4.307
H 1.119 -4.714 -2.287
H 0.897 -2.838 1.367
H -0.649 -4.394 2.484
H -2.433 -5.507 1.193
H -2.681 -5.054 -1.219
H -1.134 -3.508 -2.348
C -0.228 -0.194 1.270
C 0.235 0.012 2.403
C 0.618 0.192 3.706
C 1.763 -0.472 4.263
C 1.932 -0.558 5.656
C 3.031 -1.195 6.190
C 3.988 -1.757 5.356
C 3.822 -1.703 3.977
C 2.722 -1.080 3.431
C -0.145 1.161 4.486
C 0.538 2.102 5.267
C -0.164 3.008 6.035
C -1.550 2.981 6.050
C -2.232 2.064 5.263
C -1.543 1.178 4.458
H 1.170 -0.158 6.308
H 3.137 -1.266 7.262
H 4.850 -2.247 5.781
H 4.559 -2.152 3.326
H 2.584 -1.038 2.359
H 1.618 2.126 5.246
H 0.373 3.731 6.629
H -2.095 3.674 6.671
H -3.310 2.029 5.296
H -2.071 0.459 3.848
C -1.413 4.497 -4.043
C -2.371 4.601 -3.047
C -2.576 3.554 -2.163
C -1.840 2.386 -2.298
C -0.850 2.300 -3.274
C -0.644 3.348 -4.152
Ge -2.300 0.746 -1.265
C -2.923 -0.569 -2.637
C -2.912 -0.272 -3.996
C -3.497 -1.143 -4.899
C -4.062 -2.328 -4.456
C -4.056 -2.640 -3.105
C -3.479 -1.767 -2.201
C -3.748 1.098 0.058
C -3.458 1.720 1.265
C -4.458 1.956 2.189
C -5.752 1.536 1.927
C -6.049 0.914 0.725
C -5.053 0.701 -0.214
H -1.274 5.307 -4.742
H -2.973 5.493 -2.962
H -3.328 3.627 -1.388
H -0.256 1.393 -3.365
H 0.111 3.271 -4.922
H -2.475 0.649 -4.358
H -3.511 -0.895 -5.949
H -4.508 -3.011 -5.163
H -4.492 -3.563 -2.754
H -3.458 -2.004 -1.145
H -2.440 2.002 1.501
H -4.215 2.452 3.117
H -6.528 1.686 2.662
H -7.057 0.588 0.514
H -5.295 0.232 -1.159
*
```

These are the Löwdin partial charges, in e, on atoms 1 to 6: 0.98 -0.04 -0.39 -0.06 -0.26 -0.05

(2)
Molecular formula: C57H52LaN6O6
Method: DFT, ωB97M-V/def2-TZVPD

Values from the calculation:
**Highest occupied orbital energy**: -0.387 Ha
**M**: 1056.0 Da
**Strongest force on any atom**: 0.0369 hartree/bohr

```
! wB97M-V def2-TZVPD RIJCOSX def2/J DEFGRID3
* xyz 1 1
La -0.782 -0.341 -0.158
O 0.033 1.295 0.893
C 0.707 1.783 2.011
C 0.298 0.878 3.204
C 0.678 -0.585 3.122
C 1.472 -1.137 4.120
C 1.708 -2.499 4.120
C 1.162 -3.278 3.117
C 0.432 -2.669 2.106
C -0.060 -3.469 0.926
C 0.843 -3.258 -0.326
O 0.760 -1.913 -0.642
C 0.273 -4.067 -1.509
C 0.900 -5.157 -2.099
C 0.325 -5.817 -3.182
C -0.890 -5.406 -3.698
C -1.527 -4.310 -3.127
C -0.943 -3.656 -2.057
C 2.268 -3.681 0.014
C 2.550 -4.929 0.569
C 3.851 -5.296 0.871
C 4.898 -4.415 0.626
C 4.625 -3.172 0.081
C 3.318 -2.809 -0.220
N 0.187 -1.345 2.130
C 0.229 3.216 2.258
C -0.179 3.977 1.166
C -0.649 5.270 1.335
C -0.733 5.830 2.602
C -0.325 5.085 3.697
C 0.157 3.793 3.522
C 2.217 1.707 1.807
C 3.068 2.606 2.439
C 4.445 2.518 2.283
C 4.992 1.523 1.491
C 4.150 0.612 0.867
C 2.775 0.699 1.027
H 0.734 1.254 4.130
H -0.790 0.959 3.313
H 1.880 -0.497 4.890
H 2.312 -2.950 4.895
H 1.328 -4.346 3.083
H -0.117 -4.526 1.198
H -1.079 -3.171 0.654
H 1.858 -5.498 -1.734
H 0.843 -6.659 -3.621
H -1.335 -5.924 -4.537
H -2.476 -3.962 -3.517
H -1.459 -2.784 -1.669
H 1.747 -5.631 0.758
H 4.049 -6.272 1.295
H 5.914 -4.698 0.862
H 5.434 -2.477 -0.104
H 3.094 -1.832 -0.622
H -0.140 3.533 0.182
H -0.951 5.849 0.470
H -1.103 6.838 2.733
H -0.378 5.505 4.692
H 0.472 3.244 4.398
H 2.655 3.405 3.042
H 5.088 3.237 2.775
H 6.063 1.454 1.358
H 4.566 -0.172 0.248
H 2.154 -0.034 0.518
C -5.913 0.105 -0.195
O -5.488 -0.166 -1.559
C -4.174 -0.409 -1.468
N -3.639 -0.527 -0.322
C -4.743 -0.400 0.664
C -4.440 0.495 1.842
C -3.527 1.540 1.754
C -3.294 2.375 2.841
C -3.985 2.177 4.028
C -4.897 1.136 4.123
C -5.120 0.298 3.040
C -3.455 -0.513 -2.764
C -4.129 -0.642 -3.968
C -3.379 -0.734 -5.131
C -1.998 -0.651 -5.057
C -1.425 -0.492 -3.804
N -2.130 -0.456 -2.677
C 0.036 -0.276 -3.628
N 0.572 0.173 -2.570
C 2.030 0.169 -2.798
C 2.160 -0.214 -4.286
O 0.802 -0.565 -4.684
C 2.704 1.462 -2.405
C 2.077 2.422 -1.623
C 2.764 3.561 -1.222
C 4.082 3.754 -1.603
C 4.715 2.797 -2.386
C 4.031 1.660 -2.780
H -6.852 -0.419 -0.038
H -6.058 1.183 -0.105
H -4.950 -1.400 1.048
H -2.987 1.713 0.834
H -2.563 3.170 2.757
H -3.812 2.829 4.874
H -5.438 0.970 5.046
H -5.821 -0.524 3.130
H -5.209 -0.672 -3.980
H -3.869 -0.852 -6.088
H -1.370 -0.697 -5.934
H 2.434 -0.637 -2.177
H 2.771 -1.095 -4.463
H 2.489 0.613 -4.916
H 1.071 2.261 -1.259
H 2.274 4.286 -0.585
H 4.617 4.638 -1.286
H 5.747 2.938 -2.677
H 4.545 0.912 -3.372
O -2.727 -1.940 2.111
H -2.602 -1.575 2.995
H -2.893 -2.879 2.256
N -1.274 3.314 -2.678
C -2.094 3.003 -1.645
N -3.034 3.914 -1.286
O -2.012 1.908 -1.084
H -1.242 4.230 -3.089
H -0.492 2.694 -2.821
H -2.981 4.867 -1.597
H -3.498 3.741 -0.409
*
```

These are the Löwdin partial charges, in e, on atoms 1 to 6: 2.06 -0.47 -0.45 -0.04 -0.24 0.00

(3)
Molecular formula: C57H56ClN4O5P2PbS2
Method: DFT, ωB97M-V/def2-TZVPD

Values from the calculation:
**Highest occupied orbital energy**: -0.395 Ha
**M**: 1245.8 Da
**Strongest force on any atom**: 0.0166 hartree/bohr

```
! wB97M-V def2-TZVPD RIJCOSX def2/J DEFGRID3
* xyz 1 1
Pb -0.249 -0.736 -0.400
O -3.144 1.613 -0.652
S -2.965 1.065 0.651
O -3.591 1.657 1.779
O -1.556 0.640 0.953
O -3.703 -0.438 0.566
C 0.201 -2.118 3.368
C 1.603 -1.682 2.941
P 1.747 -0.405 1.582
C 1.703 1.179 2.480
C 0.532 1.426 3.206
C 0.438 2.538 4.028
C 1.500 3.428 4.116
C 2.629 3.232 3.335
C 2.731 2.119 2.512
C 3.453 -0.859 1.112
C 4.608 -0.425 1.757
C 5.846 -0.938 1.388
C 5.942 -1.902 0.396
C 4.789 -2.372 -0.222
C 3.556 -1.855 0.136
P -0.962 -2.445 1.969
C -0.398 -4.003 1.212
C 0.660 -4.793 1.654
C 1.046 -5.912 0.926
C 0.375 -6.259 -0.237
C -0.687 -5.480 -0.685
C -1.060 -4.352 0.028
C -2.417 -2.912 2.971
C -2.601 -4.216 3.424
C -3.677 -4.520 4.245
C -4.574 -3.526 4.614
C -4.393 -2.226 4.167
C -3.313 -1.915 3.352
H -0.285 -1.334 3.951
H 0.255 -3.002 4.008
H 2.153 -2.540 2.558
H 2.160 -1.280 3.788
H -0.323 0.772 3.087
H -0.469 2.709 4.593
H 1.438 4.284 4.775
H 3.440 3.949 3.368
H 3.607 2.009 1.887
H 4.560 0.287 2.569
H 6.740 -0.586 1.889
H 6.908 -2.307 0.122
H 4.849 -3.149 -0.975
H 2.658 -2.234 -0.343
H 1.177 -4.557 2.578
H 1.875 -6.517 1.273
H 0.674 -7.138 -0.794
H -1.218 -5.745 -1.592
H -1.892 -3.742 -0.312
H -1.909 -4.998 3.133
H -3.818 -5.534 4.595
H -5.416 -3.768 5.250
H -5.097 -1.451 4.443
H -3.171 -0.896 3.019
C -3.447 -1.133 -0.507
C -3.155 -1.841 -1.432
C -2.929 -2.712 -2.553
C -1.872 -2.482 -3.435
C -1.664 -3.320 -4.520
C -2.501 -4.407 -4.727
C -3.545 -4.651 -3.845
C -3.766 -3.809 -2.767
H -1.216 -1.635 -3.267
H -0.851 -3.117 -5.206
H -2.338 -5.062 -5.574
H -4.195 -5.503 -4.000
H -4.586 -3.993 -2.085
C 0.353 1.249 -6.314
C 0.965 2.626 -5.996
C 1.942 2.478 -4.824
C 1.793 3.047 -7.219
C -0.176 3.668 -5.731
O -1.041 3.693 -6.881
C 0.277 5.150 -5.551
C 0.618 5.846 -4.220
C 2.005 5.688 -3.639
C 2.179 5.401 -2.289
C 3.446 5.287 -1.732
C 4.559 5.459 -2.536
Cl 6.146 5.275 -1.854
C 4.416 5.786 -3.875
C 3.143 5.910 -4.411
C -1.245 3.233 -4.688
N -0.868 2.711 -3.384
C -0.792 1.429 -3.022
N -0.477 1.348 -1.748
C -0.397 2.651 -1.354
N -0.640 3.502 -2.316
H 1.112 0.604 -6.761
H -0.475 1.342 -7.016
H -0.004 0.745 -5.415
H 2.667 1.701 -5.077
H 1.454 2.186 -3.891
H 2.492 3.400 -4.641
H 2.532 2.271 -7.425
H 2.343 3.974 -7.049
H 1.183 3.155 -8.120
H -0.594 4.154 -7.598
H -0.587 5.697 -5.932
H 1.093 5.337 -6.254
H -0.121 5.598 -3.460
H 0.502 6.913 -4.433
H 1.307 5.284 -1.659
H 3.568 5.082 -0.676
H 5.293 5.950 -4.488
H 3.043 6.195 -5.454
H -1.848 2.464 -5.165
H -1.885 4.097 -4.526
H -0.974 0.593 -3.679
H -0.180 2.944 -0.336
S 4.320 0.782 -2.839
C 3.036 0.772 -1.692
N 2.086 -0.081 -1.888
C 2.321 -0.806 -3.051
C 1.473 -1.776 -3.598
C 1.823 -2.372 -4.791
C 3.020 -2.037 -5.437
C 3.880 -1.100 -4.902
C 3.515 -0.480 -3.709
H 3.053 1.455 -0.849
H 0.564 -2.054 -3.075
H 1.168 -3.112 -5.235
H 3.277 -2.529 -6.367
H 4.810 -0.846 -5.395
*
```

These are the Löwdin partial charges, in e, on atoms 1 to 6: 1.21 -0.24 0.45 -0.23 -0.53 -0.13

(4)
Molecular formula: C57H56N6O4P3STi
Method: DFT, ωB97M-V/def2-TZVPD

Values from the calculation:
**Highest occupied orbital energy (alpha / beta)**: -0.316 / -0.316 Ha
**M**: 1062.0 Da
**Strongest force on any atom**: 0.0439 hartree/bohr

```
! wB97M-V def2-TZVPD RIJCOSX def2/J DEFGRID3
* xyz 1 1
Ti -0.038 0.529 -0.270
C -3.463 7.032 0.128
C -2.131 6.466 -0.396
C -1.282 7.613 -0.976
C -1.373 5.812 0.748
C -0.979 6.553 1.857
C -0.281 5.981 2.908
C 0.050 4.639 2.865
C -0.321 3.871 1.770
P 0.140 2.098 1.689
C 1.907 2.261 2.133
C 2.610 3.298 1.514
C 3.976 3.432 1.695
C 4.662 2.535 2.502
C 3.973 1.504 3.120
C 2.607 1.359 2.929
C -0.797 1.560 3.174
C -0.302 1.177 4.414
C -1.175 0.801 5.429
C -2.545 0.823 5.223
C -3.050 1.236 3.998
C -2.181 1.592 2.982
C -1.038 4.463 0.734
O -1.393 3.613 -0.275
C -2.029 4.117 -1.372
C -2.285 3.182 -2.372
C -2.962 3.583 -3.516
C -3.363 4.899 -3.653
C -3.081 5.815 -2.652
C -2.414 5.448 -1.490
P -1.698 1.446 -2.176
C -3.322 0.603 -2.316
C -4.465 1.205 -1.789
C -5.673 0.525 -1.775
C -5.762 -0.760 -2.292
C -4.634 -1.364 -2.825
C -3.423 -0.689 -2.823
C -0.970 1.327 -3.874
C -1.536 0.666 -4.961
C -0.920 0.693 -6.206
C 0.258 1.396 -6.393
C 0.805 2.100 -5.330
C 0.195 2.070 -4.087
H -3.284 7.782 0.899
H -4.079 6.239 0.555
H -4.023 7.505 -0.679
H -1.078 8.364 -0.214
H -1.806 8.104 -1.796
H -0.331 7.235 -1.352
H -1.226 7.606 1.907
H 0.009 6.588 3.755
H 0.606 4.181 3.674
H 2.081 3.998 0.880
H 4.506 4.235 1.198
H 5.732 2.630 2.638
H 4.501 0.796 3.746
H 2.105 0.512 3.374
H 0.758 1.195 4.620
H -0.778 0.507 6.392
H -3.219 0.531 6.017
H -4.121 1.279 3.837
H -2.568 1.927 2.023
H -3.175 2.863 -4.296
H -3.891 5.217 -4.542
H -3.393 6.843 -2.786
H -4.414 2.212 -1.393
H -6.552 1.003 -1.360
H -6.707 -1.287 -2.281
H -4.698 -2.362 -3.241
H -2.544 -1.168 -3.230
H -2.478 0.145 -4.872
H -1.371 0.161 -7.034
H 0.733 1.415 -7.365
H 1.704 2.686 -5.474
H 0.611 2.650 -3.278
C 0.441 -4.781 -1.730
N 1.647 -3.980 -1.887
C 1.895 -3.770 -3.308
N 0.773 -3.131 -3.986
C -0.433 -3.923 -3.762
N -0.723 -4.158 -2.350
C -1.110 -2.946 -1.653
P 0.185 -1.578 -1.743
C 1.571 -2.725 -1.165
C 0.600 -1.749 -3.570
H 0.243 -4.929 -0.666
H 0.607 -5.752 -2.200
H 2.073 -4.742 -3.774
H 2.787 -3.152 -3.430
H -0.297 -4.892 -4.245
H -1.281 -3.414 -4.228
H -1.248 -3.173 -0.591
H -2.067 -2.602 -2.036
H 1.420 -2.930 -0.103
H 2.527 -2.217 -1.281
H 1.519 -1.189 -3.761
H -0.188 -1.295 -4.170
O 2.813 -1.341 1.522
C 3.007 -0.610 0.539
N 2.002 0.081 -0.028
S 2.181 0.869 -1.445
O 3.696 1.529 -1.243
O 1.231 1.985 -1.209
C 4.661 0.613 -0.885
C 5.947 0.788 -1.368
C 6.941 -0.105 -1.004
C 6.656 -1.180 -0.169
C 5.373 -1.345 0.316
C 4.363 -0.451 -0.032
H 6.149 1.625 -2.023
H 7.945 0.038 -1.381
H 7.433 -1.882 0.100
H 5.121 -2.163 0.978
C 0.265 -2.825 3.889
C -0.511 -2.108 2.840
C -1.866 -2.030 2.586
C -1.996 -1.200 1.469
N -0.786 -0.808 1.050
N 0.105 -1.365 1.908
C -3.235 -0.753 0.778
H -0.403 -3.359 4.560
H 0.857 -2.119 4.474
H 0.955 -3.537 3.433
H -2.660 -2.501 3.139
H 1.144 -1.329 1.766
H -4.058 -0.677 1.488
H -3.529 -1.455 -0.006
H -3.077 0.223 0.320
*
```

These are the Löwdin partial charges, in e, on atoms 1 to 6: 0.42 -0.01 -0.43 -0.01 -0.09 -0.01